1.
C33H71Ca3N2O16P2 as an isolated structure, computed with ωB97M-V with the def2-TZVPD basis set.

Last column: Löwdin charge in e.
CARTESIAN COORDINATES (ANGSTROEM)
Ca1 -2.681 1.206 0.309  1.39
Ca2 1.646 -1.110 -1.564  1.45
Ca3 -1.816 -1.788 -1.478  1.34
P1 -0.120 0.006 0.131  -0.04
O1 -1.105 0.335 -1.036  -0.57
O2 -0.031 -1.536 -0.134  -0.59
O3 -0.812 0.450 1.415  -0.43
O4 1.278 0.558 -0.218  -0.46
P2 -4.401 -0.478 -1.513  -0.05
O5 -3.564 -0.918 -0.234  -0.63
O6 -3.506 -1.011 -2.666  -0.53
O7 -4.340 1.074 -1.162  -0.57
O8 -5.832 -0.916 -1.478  -0.41
O9 0.554 -3.658 -4.739  0.12
C1 0.818 -2.922 -3.638  -0.79
O10 2.017 -2.803 -3.256  -0.10
O11 -0.132 -2.424 -2.994  -0.14
H1 1.423 -3.924 -5.056  0.11
C2 4.455 -3.469 1.485  -0.14
C3 4.066 -2.190 2.232  -0.16
C4 2.686 -1.940 1.634  -0.18
O12 2.903 -2.163 0.233  -0.26
C5 3.845 -3.217 0.082  -0.18
H2 3.998 -4.311 2.001  0.11
H3 5.539 -3.578 1.454  0.11
H4 4.701 -1.327 2.036  0.11
H5 3.950 -2.310 3.311  0.11
H6 2.295 -0.932 1.772  0.11
H7 1.895 -2.614 1.978  0.14
H8 4.618 -2.868 -0.607  0.11
H9 3.392 -4.130 -0.309  0.12
C6 1.608 2.208 5.048  -0.16
C7 1.695 1.154 3.911  -0.14
C8 2.059 1.978 2.685  -0.19
O13 2.075 3.350 3.070  -0.14
C9 2.279 3.424 4.464  -0.23
H10 1.997 1.898 6.019  0.11
H11 0.548 2.402 5.242  0.08
H12 0.729 0.660 3.817  0.09
H13 2.395 0.387 4.255  0.10
H14 1.325 1.826 1.896  0.08
H15 3.026 1.720 2.229  0.11
H16 1.848 4.371 4.799  0.12
H17 3.347 3.468 4.735  0.12
C10 5.851 0.231 -3.133  -0.14
C11 5.592 1.039 -1.850  -0.15
C12 4.554 0.197 -1.127  -0.20
O14 3.756 -0.388 -2.149  -0.29
C13 4.551 -0.592 -3.312  -0.17
H18 6.690 -0.448 -2.995  0.11
H19 5.996 0.852 -4.014  0.11
H20 5.182 2.025 -2.067  0.11
H21 6.512 1.142 -1.276  0.11
H22 3.975 0.748 -0.389  0.12
H23 5.062 -0.623 -0.596  0.12
H24 3.990 -0.288 -4.194  0.12
H25 4.769 -1.660 -3.396  0.12
C14 1.434 2.554 -4.542  -0.14
C15 0.341 1.735 -5.281  -0.12
C16 0.120 0.522 -4.354  -0.14
O15 1.262 0.504 -3.474  -0.23
C17 1.599 1.843 -3.206  -0.21
H26 1.190 3.617 -4.519  0.10
H27 2.352 2.552 -5.144  0.10
H28 0.622 1.418 -6.279  0.10
H29 -0.553 2.356 -5.295  0.10
H30 0.117 -0.415 -4.907  0.12
H31 -0.792 0.571 -3.753  0.12
H32 2.624 1.866 -2.827  0.11
H33 0.995 2.281 -2.408  0.10
C18 -1.733 0.372 6.060  -0.16
C19 -2.218 1.763 6.474  -0.15
C20 -3.409 2.050 5.538  -0.19
O16 -3.339 1.111 4.474  -0.14
C21 -2.361 0.116 4.679  -0.19
H34 -2.049 -0.405 6.771  0.10
H35 -0.648 0.265 6.122  0.09
H36 -1.431 2.489 6.259  0.09
H37 -2.526 1.869 7.511  0.10
H38 -3.418 3.064 5.134  0.11
H39 -4.367 1.888 6.049  0.11
H40 -1.571 0.214 3.921  0.09
H41 -2.757 -0.890 4.544  0.12
C22 -3.380 5.674 -0.425  -0.07
C23 -3.328 4.195 -0.008  -0.26
N1 -2.063 3.490 -0.223  -0.27
C24 -1.594 3.586 -1.617  -0.25
C25 -2.550 3.050 -2.669  -0.07
C26 -0.985 3.983 0.646  -0.25
C27 -1.294 3.936 2.121  -0.08
H42 -4.414 6.006 -0.344  0.07
H43 -3.022 5.835 -1.441  0.06
H44 -2.769 6.292 0.237  0.07
H45 -3.549 4.207 1.063  0.10
H46 -4.162 3.665 -0.475  0.11
H47 -0.669 3.008 -1.651  0.08
H48 -1.320 4.626 -1.864  0.11
H49 -3.570 3.408 -2.547  0.07
H50 -2.556 1.962 -2.697  0.05
H51 -2.222 3.399 -3.657  0.07
H52 -0.136 3.320 0.447  0.11
H53 -0.651 4.995 0.367  0.12
H54 -0.364 4.065 2.682  0.07
H55 -1.951 4.748 2.438  0.07
H56 -1.691 2.964 2.425  0.07
C28 -3.000 -4.565 -3.552  -0.07
C29 -3.356 -4.744 -2.092  -0.25
N2 -2.385 -4.143 -1.172  -0.26
C30 -1.103 -4.829 -1.040  -0.26
C31 -1.049 -6.174 -0.320  -0.08
C32 -3.041 -4.011 0.158  -0.25
C33 -2.267 -3.262 1.237  -0.10
H57 -2.235 -5.280 -3.872  0.07
H58 -2.604 -3.570 -3.754  0.06
H59 -3.891 -4.704 -4.164  0.08
H60 -4.318 -4.270 -1.887  0.12
H61 -3.536 -5.802 -1.828  0.12
H62 -0.698 -4.989 -2.045  0.11
H63 -0.381 -4.152 -0.572  0.10
H64 -0.010 -6.504 -0.261  0.07
H65 -1.476 -6.179 0.684  0.06
H66 -1.587 -6.957 -0.866  0.07
H67 -3.211 -4.997 0.618  0.10
H68 -3.991 -3.511 -0.023  0.11
H69 -2.800 -3.439 2.180  0.08
H70 -2.208 -2.181 1.145  0.03
H71 -1.252 -3.635 1.410  0.07

The calculation puts the LUMO energy at 0.064 Ha. The value obtained for the relative energy (zero: lowest compared OMol25 entry of this formula, charge and spin) is 0.000 eV. The multiplicity is 1. Its net charge is -1.

2.
A 3-piece molecular cluster, C33H71IN3O3 overall, computed with ωB97M-V with the def2-TZVPD basis set.

Last column: Löwdin charge in e.
CARTESIAN COORDINATES (ANGSTROEM)
C1 2.974 -1.860 3.192  -0.11
C2 2.522 -3.337 3.474  -0.24
C3 2.219 -4.186 2.181  -0.23
C4 3.491 -4.667 1.401  -0.19
C5 4.354 -3.535 0.734  -0.20
C6 3.532 -2.421 -0.010  -0.22
C7 3.806 -2.373 -1.568  -0.19
C8 2.801 -1.375 -2.290  -0.20
C9 2.439 -0.142 -1.393  -0.22
C10 1.814 1.069 -2.170  -0.19
C11 0.556 1.540 -1.330  -0.23
C12 0.919 1.972 0.142  -0.19
C13 0.350 1.032 1.272  -0.20
C14 -1.070 1.497 1.809  -0.20
C15 -1.880 0.348 2.521  -0.20
C16 -3.155 -0.170 1.777  -0.24
C17 -2.922 -0.945 0.424  -0.65
I1 -3.072 0.564 -1.183  1.04
C18 -4.142 -1.921 0.233  -0.18
C19 -4.056 -2.904 -0.994  -0.45
C20 -4.847 -4.229 -0.550  -0.03
C21 -4.885 -2.364 -2.229  -0.07
N1 -2.692 -3.342 -1.358  -0.12
O1 -2.220 -2.740 -2.406  -0.02
C22 -1.712 -3.219 -0.258  -0.44
C23 -1.908 -4.232 0.928  -0.03
C24 -0.290 -3.571 -0.884  -0.02
C25 -1.579 -1.765 0.342  -0.13
H1 4.055 -1.860 2.909  0.06
H2 2.892 -1.260 4.132  0.07
H3 2.354 -1.438 2.373  0.06
H4 1.539 -3.265 4.012  0.10
H5 3.194 -3.892 4.170  0.11
H6 1.451 -3.696 1.530  0.07
H7 1.716 -5.118 2.556  0.11
H8 3.248 -5.449 0.641  0.11
H9 4.154 -5.163 2.159  0.11
H10 5.078 -3.051 1.428  0.10
H11 4.986 -4.037 -0.046  0.10
H12 2.429 -2.505 0.098  0.08
H13 3.853 -1.443 0.428  0.10
H14 4.865 -2.104 -1.791  0.11
H15 3.592 -3.386 -1.998  0.11
H16 3.307 -1.066 -3.236  0.11
H17 1.851 -1.896 -2.569  0.10
H18 3.386 0.207 -0.910  0.11
H19 1.721 -0.481 -0.613  0.08
H20 1.399 0.785 -3.171  0.10
H21 2.529 1.903 -2.335  0.11
H22 0.009 2.384 -1.806  0.09
H23 -0.121 0.655 -1.298  0.04
H24 0.576 3.008 0.372  0.10
H25 2.035 1.966 0.254  0.11
H26 0.379 -0.048 1.016  0.07
H27 1.045 1.159 2.145  0.10
H28 -1.646 2.059 1.040  0.07
H29 -0.827 2.253 2.600  0.09
H30 -2.245 0.785 3.488  0.11
H31 -1.169 -0.457 2.827  0.10
H32 -3.751 -0.802 2.484  0.12
H33 -3.805 0.708 1.543  0.08
H34 -4.239 -2.496 1.187  0.10
H35 -5.081 -1.325 0.119  0.12
H36 -4.130 -5.066 -0.415  0.08
H37 -5.557 -4.520 -1.351  0.07
H38 -5.423 -4.056 0.392  0.08
H39 -5.131 -3.193 -2.923  0.08
H40 -5.834 -1.941 -1.823  0.09
H41 -4.369 -1.548 -2.771  0.02
H42 -1.676 -5.251 0.543  0.10
H43 -2.929 -4.188 1.370  0.07
H44 -1.201 -3.973 1.754  0.08
H45 -0.363 -4.315 -1.703  0.10
H46 0.297 -2.671 -1.151  0.06
H47 0.281 -4.080 -0.060  0.06
H48 -1.050 -1.875 1.315  0.11
H49 -0.885 -1.174 -0.306  0.07
C26 -1.143 1.703 -6.893  -0.07
C27 -1.908 1.860 -5.582  -0.43
C28 -2.430 3.288 -5.341  -0.20
O2 -1.439 4.214 -4.921  -0.19
C29 -0.663 4.766 -5.970  -0.11
N2 -1.060 1.400 -4.479  0.05
H50 -0.138 2.123 -6.843  0.06
H51 -1.034 0.646 -7.142  0.08
H52 -1.674 2.185 -7.718  0.08
H53 -2.781 1.202 -5.638  0.14
H54 -3.155 3.247 -4.522  0.12
H55 -2.971 3.672 -6.216  0.12
H56 -1.248 4.905 -6.884  0.09
H57 0.209 4.140 -6.171  0.07
H58 -0.300 5.741 -5.641  0.09
H59 -1.604 1.418 -3.619  -0.01
H60 -0.348 2.112 -4.328  0.06
C30 2.155 6.070 5.607  -0.07
C31 2.161 4.561 5.382  -0.43
C32 2.056 4.160 3.899  -0.20
O3 0.753 4.279 3.349  -0.21
C33 0.405 5.588 2.931  -0.10
N3 1.091 3.957 6.184  0.04
H61 1.160 6.504 5.501  0.06
H62 2.497 6.301 6.617  0.08
H63 2.825 6.574 4.906  0.08
H64 3.119 4.183 5.752  0.13
H65 2.308 3.098 3.820  0.12
H66 2.786 4.699 3.283  0.12
H67 1.265 6.134 2.532  0.09
H68 -0.047 6.145 3.754  0.08
H69 -0.345 5.500 2.143  0.09
H70 1.156 2.945 6.106  0.07
H71 0.208 4.177 5.728  0.07

The calculation puts the LUMO energy (spin up / spin down) at 0.016 / 0.006 Ha. The multiplicity is 2. Its expectation value of S² is 0.754.